#A
An isolated ion of composition C5H7N2 and charge +1, computed with the ωB97M-V functional and the def2-TZVPD basis.

Element x y z (Å)
C: -2.410 -0.596 -0.008
C: -1.238 0.026 0.119
C: -0.654 1.348 0.064
C: 0.681 1.190 0.104
N: 1.055 -0.129 0.182
C: 2.301 -0.429 -0.046
N: -0.029 -0.898 0.214
H: -2.501 -1.730 -0.001
H: -3.312 -0.164 -0.061
H: -1.312 2.171 -0.033
H: 1.522 1.969 -0.005
H: 2.784 -1.325 -0.151
H: 3.077 0.315 -0.104
H: 0.037 -1.748 -0.274

Its SMILES is C=c1cc[n+](=C)[nH]1. The HOMO energy (alpha / beta) comes out at -0.4877 / -0.4877 hartree. As for the charge: +1. The calculation puts the LUMO energy (alpha / beta) at -5.4 / -5.4 eV. The spin multiplicity is 1.

***

#B
An isolated ion of composition C5H7N2 and charge +1, computed with the ωB97M-V functional and the def2-TZVPD basis.

Element x y z (Å)
C: -1.062 1.012 -0.828
C: 0.184 0.312 -0.464
N: 1.353 0.606 -1.117
C: 2.321 -0.248 -0.546
C: 1.810 -0.814 0.546
N: 0.446 -0.547 0.569
C: -0.484 -1.091 1.548
H: -2.068 0.553 -0.671
H: -0.966 1.013 -1.895
H: -0.910 2.013 -0.567
H: 1.519 1.058 -2.052
H: -0.630 -0.478 2.364
H: -1.453 -1.310 1.103
H: -0.061 -2.078 2.011

Its SMILES is Cc1[nH+]c#cn1C. The HOMO energy (alpha / beta) comes out at -0.5441 / -0.5495 hartree. As for the charge: +1. The calculation puts the LUMO energy (alpha / beta) at -7.4 / -7.4 eV. The spin multiplicity is 1.

***

#C
An isolated ion of composition C5H7N2 and charge +1, computed with the ωB97M-V functional and the def2-TZVPD basis.

Element x y z (Å)
C: -1.392 0.381 0.098
C: -1.026 -0.860 0.140
C: 0.348 -1.396 -0.228
N: 1.453 -0.403 -0.368
N: 2.229 0.523 0.531
C: 1.125 0.854 -0.090
C: -0.588 1.645 -0.216
H: -2.393 0.492 0.230
H: -1.816 -1.652 0.323
H: 0.665 -2.417 0.154
H: 0.276 -1.795 -1.300
H: 2.354 0.328 1.535
H: -0.811 1.788 -1.315
H: -0.424 2.513 0.504

Its SMILES is C1=CCN2[NH+]=C2C1. The HOMO energy comes out at -0.5401 hartree. As for the charge: +1. The calculation puts the LUMO energy at -5.2 eV. The spin multiplicity is 1.

***

#D
An isolated ion of composition C5H7N2 and charge +1, computed with the ωB97M-V functional and the def2-TZVPD basis.

Element x y z (Å)
C: 1.226 0.824 -0.711
N: 1.537 0.489 0.532
C: 0.409 -0.502 0.664
C: -1.008 -0.155 0.933
C: -1.323 0.203 -0.572
C: 0.108 -0.151 -0.956
N: 0.397 -1.483 -0.360
H: 1.519 1.717 -1.233
H: 2.340 0.454 1.060
H: -1.700 -1.025 1.036
H: -1.301 0.584 1.629
H: -1.382 1.271 -0.537
H: -2.126 -0.293 -0.984
H: 1.305 -1.932 -0.501

Its SMILES is C1=[NH+][C@@]23CC[C@@]12N3. The HOMO energy (alpha / beta) comes out at -0.5110 / -0.5110 hartree. As for the charge: +1. The calculation puts the LUMO energy (alpha / beta) at -5.7 / -5.7 eV. The spin multiplicity is 1.

***

It comes down to #A, which is 2.152 eV more stable than the next structure.

***

#A
A 8-piece molecular cluster, C16H48O8 overall, computed with the ωB97M-V functional and the def2-TZVPD basis.

Element x y z (Å)
C: -1.800 -0.599 -3.712
C: -3.234 -0.778 -4.139
C: -4.061 0.449 -3.770
O: -3.465 -1.137 -5.319
H: -1.314 0.270 -4.111
H: -1.195 -1.402 -4.028
H: -1.555 -0.525 -2.666
H: -3.651 -1.673 -3.596
H: -4.922 0.534 -4.427
H: -3.549 1.435 -3.889
H: -4.293 0.477 -2.729
H: -4.323 -1.664 -5.350
C: 1.508 -2.549 0.590
C: 1.124 -2.793 -0.908
C: -0.357 -3.011 -1.252
O: 1.477 -1.914 -1.681
H: 2.590 -2.382 0.648
H: 1.266 -3.400 1.263
H: 0.980 -1.681 0.998
H: 1.692 -3.639 -1.151
H: -0.768 -3.910 -0.767
H: -0.571 -3.227 -2.284
H: -0.912 -2.135 -0.927
H: 2.441 -1.868 -1.624
C: 2.886 0.058 1.959
C: 3.195 1.336 2.626
C: 3.744 2.229 1.569
O: 2.223 1.881 3.205
H: 2.368 0.288 1.033
H: 2.180 -0.515 2.593
H: 3.855 -0.389 1.812
H: 3.949 1.242 3.390
H: 3.164 2.488 0.654
H: 4.709 1.894 1.211
H: 3.955 3.231 1.967
H: 1.358 1.460 2.989
C: -0.917 -1.222 2.811
C: -0.774 0.327 2.852
C: -0.426 0.748 4.210
O: 0.016 0.844 2.018
H: -1.002 -1.557 1.793
H: -1.888 -1.377 3.313
H: -0.181 -1.811 3.394
H: -1.736 0.821 2.544
H: -0.388 1.813 4.391
H: 0.472 0.258 4.469
H: -1.156 0.273 4.844
H: -0.175 0.478 1.144
C: -2.278 3.431 1.176
O: -1.006 3.616 1.722
H: -2.877 4.335 0.963
H: -2.911 2.911 1.864
H: -2.273 2.831 0.230
H: -0.524 2.836 1.804
C: 4.203 -0.507 -1.774
O: 4.153 -1.776 -1.131
H: 3.606 0.283 -1.222
H: 3.901 -0.563 -2.789
H: 5.175 -0.040 -1.706
H: 4.807 -2.322 -1.601
C: 0.517 1.516 -1.189
O: 0.029 0.311 -0.672
H: 1.565 1.629 -1.203
H: 0.184 2.282 -0.495
H: 0.091 1.615 -2.164
H: 0.453 -0.479 -1.007
C: -3.028 -0.187 0.161
O: -4.039 0.351 0.797
H: -2.144 0.355 0.401
H: -3.018 -0.056 -0.937
H: -2.802 -1.201 0.414
H: -4.296 1.176 0.395

Its SMILES is CC(C)O.CC(C)O.CC(C)O.CC(C)O.CO.CO.CO.CO. The HOMO energy comes out at -0.3379 hartree. The calculation puts the LUMO energy at 0.3 eV. The spin multiplicity is 1.

***

#B
C16H48O8 as an isolated structure, computed with the ωB97M-V functional and the def2-TZVPD basis.

Element x y z (Å)
C: 0.796 -10.532 11.413
C: 1.738 -10.197 10.266
O: 2.839 -9.478 10.913
H: 1.311 -11.095 12.192
H: -0.006 -11.135 10.988
H: 0.425 -9.681 11.985
H: 1.131 -9.625 9.565
H: 2.118 -10.951 9.577
H: 3.499 -10.118 11.186
C: 1.453 -12.912 12.991
C: 2.874 -13.537 13.137
O: 3.020 -14.184 11.878
H: 1.103 -12.500 13.937
H: 0.804 -13.746 12.722
H: 1.561 -12.059 12.320
H: 2.923 -14.258 13.953
H: 3.690 -12.832 13.294
H: 3.605 -14.924 12.053
C: 2.233 -15.940 11.323
C: 3.317 -16.754 11.988
O: 4.109 -15.816 12.610
H: 1.823 -16.563 10.528
H: 2.572 -15.003 10.882
H: 1.350 -15.647 11.891
H: 3.959 -17.295 11.293
H: 2.777 -17.321 12.747
H: 4.987 -16.183 12.740
C: 0.110 -13.400 10.661
C: 1.307 -13.756 9.798
O: 2.432 -13.007 10.356
H: -0.064 -12.327 10.746
H: 0.131 -13.859 11.650
H: -0.778 -13.716 10.113
H: 1.247 -13.383 8.775
H: 1.454 -14.827 9.664
H: 2.592 -13.525 11.149
C: -1.561 -13.635 12.273
C: -2.430 -14.748 12.859
O: -3.843 -14.421 12.866
H: -0.505 -13.857 12.428
H: -1.821 -12.755 12.861
H: -1.853 -13.460 11.237
H: -2.072 -15.079 13.834
H: -2.327 -15.567 12.148
H: -4.065 -14.509 11.936
C: 4.925 -13.930 10.165
C: 4.756 -12.544 9.520
O: 3.627 -11.822 10.004
H: 5.752 -14.484 9.720
H: 4.068 -14.568 9.951
H: 4.974 -13.901 11.253
H: 4.839 -12.558 8.433
H: 5.658 -11.988 9.777
H: 2.853 -12.300 9.697
C: 0.636 -14.362 6.596
C: -0.452 -15.188 7.394
O: -0.436 -14.918 8.756
H: 0.270 -13.339 6.506
H: 0.879 -14.712 5.593
H: 1.653 -14.391 6.988
H: -0.366 -16.272 7.320
H: -1.465 -14.946 7.074
H: -1.196 -14.355 8.918
C: 2.012 -11.521 7.451
C: 3.487 -11.184 7.822
O: 3.694 -10.032 7.128
H: 1.759 -11.724 6.410
H: 1.387 -10.724 7.853
H: 1.674 -12.488 7.824
H: 4.216 -11.924 7.494
H: 3.571 -11.019 8.896
H: 4.644 -9.902 7.081

The HOMO energy comes out at -0.2458 hartree. The calculation puts the LUMO energy at 0.0 eV. The spin multiplicity is 1.

***

#C
A 8-piece molecular cluster, C16H48O8 overall, computed with the ωB97M-V functional and the def2-TZVPD basis.

Element x y z (Å)
C: 20.844 17.202 -11.555
C: 21.081 18.733 -11.460
O: 20.200 19.464 -10.683
H: 21.778 16.786 -11.932
H: 19.936 16.917 -12.085
H: 20.643 16.829 -10.550
H: 21.047 19.121 -12.477
H: 22.129 18.901 -11.210
H: 20.320 20.414 -10.615
C: 10.965 22.643 -8.084
C: 11.820 21.779 -9.028
O: 13.095 21.889 -8.466
H: 9.916 22.608 -8.381
H: 11.223 23.690 -7.923
H: 11.048 22.240 -7.075
H: 11.827 22.188 -10.039
H: 11.501 20.744 -9.152
H: 13.473 22.712 -8.786
C: 21.593 17.964 -8.011
C: 22.905 17.231 -8.028
O: 22.666 15.966 -7.404
H: 20.745 17.494 -8.510
H: 21.738 18.902 -8.547
H: 21.415 18.349 -7.007
H: 23.549 17.858 -7.411
H: 23.298 17.218 -9.045
H: 23.399 15.394 -7.642
C: 18.220 21.476 -13.528
C: 17.328 21.128 -14.797
O: 17.456 22.285 -15.587
H: 19.298 21.472 -13.693
H: 17.995 20.701 -12.795
H: 17.886 22.356 -12.979
H: 16.320 20.824 -14.515
H: 17.710 20.219 -15.262
H: 16.756 22.207 -16.240
C: 16.268 20.901 -9.814
C: 16.786 19.473 -9.890
O: 18.012 19.319 -9.155
H: 16.734 21.465 -10.622
H: 16.645 21.359 -8.900
H: 15.188 21.003 -9.709
H: 16.869 19.207 -10.944
H: 16.002 18.807 -9.530
H: 18.774 19.335 -9.739
C: 19.672 19.465 -4.801
C: 19.355 19.913 -6.187
O: 18.343 20.922 -6.301
H: 20.262 18.549 -4.774
H: 18.671 19.268 -4.417
H: 20.033 20.284 -4.178
H: 19.173 19.105 -6.895
H: 20.279 20.369 -6.542
H: 17.858 20.762 -7.114
C: 14.704 18.693 -5.627
C: 14.410 19.770 -6.667
O: 13.284 20.463 -6.187
H: 14.902 19.153 -4.658
H: 15.599 18.131 -5.895
H: 13.863 18.032 -5.419
H: 14.079 19.258 -7.570
H: 15.264 20.425 -6.839
H: 13.022 20.969 -6.959
C: 13.842 22.842 -12.507
C: 13.124 23.155 -13.782
O: 12.494 24.395 -13.728
H: 14.608 22.067 -12.526
H: 13.107 22.603 -11.739
H: 14.323 23.732 -12.101
H: 12.258 22.512 -13.937
H: 13.669 22.954 -14.705
H: 13.189 25.000 -14.000

Its SMILES is CCO.CCO.CCO.CCO.CCO.CCO.CCO.CCO. The HOMO energy comes out at -0.3464 hartree. The calculation puts the LUMO energy at 0.4 eV. The spin multiplicity is 1.

***

It comes down to #C, which is 2.987 eV more stable than the next structure.